91
Properties=species:S:1:pos:R:3:forces:R:3 method="wB97M-V/def2-TZVPD" e_tot_ha=-5247.622112 lumo_energy_ev=0.4 largest_force_ev_per_a=0.79 orbital_gap_ev=8.73 homo_energy_ha=-0.3065
C 2.99083 2.80137 0.40098 0.3943 0.0847 -0.1482
O 2.51064 1.62443 -0.27829 -0.5716 0.2564 0.0705
B 1.71890 0.76809 0.38415 0.1104 0.1422 0.1060
O 1.65188 0.69276 1.75569 0.6231 -0.0765 -0.3491
C 0.81112 -0.25010 -0.50709 0.2023 -0.7537 -0.1354
C 1.78983 -1.28574 -0.90082 -0.4140 0.3182 -0.0748
N 2.54974 -2.08626 -1.20824 0.2759 -0.1664 0.0504
C -0.33367 -0.89738 0.35231 -0.1434 0.0175 -0.0243
C -0.34203 -2.36032 0.40933 0.0420 0.5068 -0.2121
N -0.38779 -3.50349 0.43354 0.0714 -0.4353 0.0735
C 0.25499 0.31397 -1.83586 0.1242 0.1126 0.0467
F -0.60117 -0.59221 -2.37278 -0.0222 0.0086 0.0163
F 1.24706 0.49141 -2.73280 0.0245 0.1133 -0.0306
C -0.49711 1.67670 -1.70618 -0.2224 -0.1244 0.1880
F 0.36678 2.69121 -1.58811 0.1668 0.0480 -0.0962
F -1.22421 1.63117 -0.56369 -0.0347 0.0517 -0.0137
C -1.51363 2.05792 -2.82308 0.1854 -0.2224 -0.0621
F -2.06310 3.23043 -2.46385 0.0335 0.1361 0.0237
F -2.49239 1.13657 -2.81824 -0.0819 -0.0531 -0.0459
C -1.04962 2.17361 -4.31697 -0.2026 0.2058 0.0973
F -2.18786 2.48285 -4.97402 -0.0392 0.0110 0.0234
F -0.65437 0.97071 -4.74046 0.1573 -0.0772 -0.0119
C -0.02020 3.30747 -4.72088 0.0501 0.0079 -0.2003
F -0.41321 3.75470 -5.93179 -0.0359 -0.0827 -0.1015
F -0.12843 4.32125 -3.85124 -0.0092 0.0458 0.1223
C 1.49560 2.96585 -4.88292 0.0896 0.0109 0.1751
F 1.65992 1.77018 -5.46177 -0.0584 -0.0460 -0.0740
F 2.08358 2.94531 -3.67583 -0.0856 -0.0158 0.1669
C 2.25489 4.01674 -5.75505 0.1139 -0.2446 -0.0532
F 2.07167 3.71348 -7.05016 -0.0392 0.0701 -0.0098
F 1.80646 5.25888 -5.52178 -0.0096 0.0295 0.0328
C 3.79244 4.01362 -5.49153 -0.0877 0.2651 -0.1445
F 4.27757 2.77870 -5.46867 -0.0097 -0.1081 0.0359
F 4.38103 4.68394 -6.48236 0.0468 0.0176 -0.0322
F 4.08019 4.62789 -4.34950 -0.0010 -0.0589 0.0899
H 3.30141 3.50473 -0.37349 -0.0679 -0.0990 0.0252
H 2.19079 3.25479 0.98691 0.0732 -0.0745 0.0429
H 3.84571 2.54781 1.02973 -0.2277 0.0346 0.0201
H 1.98343 -0.15431 2.08000 -0.3001 0.1286 0.2369
H -1.30848 -0.60587 -0.04150 0.1018 0.0072 0.0860
H -0.28951 -0.49697 1.36851 -0.1284 -0.0375 -0.1102
C -5.26117 -4.67110 2.86540 -0.0834 -0.0502 -0.1082
S -3.49602 -4.71501 2.51279 0.0822 0.0629 0.2077
O -3.05857 -3.29161 2.44423 -0.0380 0.1340 0.0314
C -3.64056 -5.29245 0.82177 -0.0227 -0.0220 -0.0858
H -5.38200 -4.28648 3.87577 0.0299 0.0009 0.0060
H -5.76045 -4.01206 2.15453 0.0339 0.0149 -0.0023
H -5.66665 -5.68139 2.80490 0.0005 -0.0002 0.0221
H -4.24952 -4.59069 0.25109 0.0087 0.0257 0.0294
H -4.08615 -6.28731 0.82112 0.0289 -0.0089 0.0180
H -2.63350 -5.33328 0.41067 0.0132 0.0296 0.0264
C -1.19398 1.35735 5.42032 0.0927 0.0367 0.1512
S -0.41446 0.22671 4.26530 -0.3415 -0.0934 0.0613
O -1.00544 0.55535 2.93912 -0.0635 0.0806 -0.0613
C -1.27742 -1.25157 4.81313 0.1039 -0.0434 0.1348
H -0.81578 2.35512 5.20837 0.0023 -0.0042 -0.0235
H -2.27197 1.32565 5.26842 0.0033 -0.0278 -0.0454
H -0.93623 1.07453 6.44130 0.0065 0.0128 -0.0074
H -2.35015 -1.09679 4.70689 0.0108 0.0069 -0.0744
H -1.01511 -1.46586 5.85001 0.0226 0.0035 -0.0049
H -0.96358 -2.07642 4.17576 -0.0679 0.0110 -0.0552
C 7.71608 0.96492 1.69020 0.0701 0.0171 0.0185
S 6.03405 0.34509 1.78970 -0.0118 -0.0709 -0.0681
O 5.19412 1.46153 2.30341 0.0828 -0.0332 0.0961
C 6.31828 -0.76230 3.17493 0.0401 -0.0316 0.0542
H 7.74160 1.71620 0.90391 -0.0247 -0.0042 -0.0068
H 7.99187 1.41432 2.64396 -0.0293 0.0043 0.0047
H 8.38910 0.14572 1.43786 -0.0061 0.0004 -0.0145
H 6.69245 -0.19020 4.02365 -0.0122 0.0269 -0.0142
H 7.03106 -1.53268 2.88130 -0.0129 -0.0067 -0.0078
H 5.36616 -1.22286 3.42953 -0.0122 0.0107 -0.0235
C 0.84560 -7.89165 1.73218 0.0738 -0.0146 0.0172
S -0.86339 -7.63466 1.24936 -0.0069 0.0452 -0.0755
O -1.63988 -7.43302 2.50165 -0.0274 -0.0794 -0.0124
C -1.17044 -9.32467 0.71707 0.0350 -0.0756 0.0006
H 1.21137 -6.95105 2.13800 -0.0254 0.0193 -0.0155
H 0.89238 -8.67188 2.49183 -0.0331 0.0067 0.0048
H 1.43180 -8.16599 0.85533 -0.0007 0.0197 -0.0046
H -0.98329 -10.00622 1.54685 -0.0054 0.0240 0.0178
H -0.52671 -9.56029 -0.13042 -0.0098 0.0069 -0.0080
H -2.21334 -9.38810 0.41367 -0.0043 0.0245 0.0048
C -4.81407 4.64748 -1.16556 -0.0598 -0.0530 -0.0060
S -3.97658 6.21925 -0.92595 0.0372 -0.0272 -0.0409
O -3.59463 6.28944 0.50672 -0.0182 0.0117 0.0399
C -5.44370 7.23979 -1.12265 -0.0673 0.0296 -0.0255
H -4.07643 3.85942 -1.03600 0.0180 0.0153 0.0132
H -5.60334 4.54442 -0.42101 0.0154 0.0258 0.0173
H -5.22477 4.60495 -2.17457 0.0200 -0.0069 -0.0068
H -6.18881 6.94607 -0.38353 0.0264 -0.0112 0.0193
H -5.83432 7.12243 -2.13352 0.0086 0.0091 -0.0038
H -5.14783 8.27402 -0.96070 0.0238 -0.0065 0.0059